DFT (the ωB97M-V functional and the def2-TZVPD basis) results for the ion C4H8NO2 with charge +1 in a non-equilibrium geometry.

```
15
Properties=species:S:1:pos:R:3
C 1.1341 1.5702 -0.2898
C 0.5487 -0.7992 0.0035
C -0.8877 -1.2949 0.3362
C -2.0465 0.6027 -0.3644
N 0.5786 0.6705 0.4088
O -1.8531 -0.6679 -0.4734
O -1.4683 1.3505 0.3789
H 1.2369 2.5831 -0.0333
H 1.7525 1.2667 -1.0668
H 1.2915 -1.2449 0.5366
H 0.6504 -0.9489 -1.1252
H -0.8812 -2.3071 0.0106
H -1.1763 -1.4032 1.4745
H -2.7162 0.9529 -1.1819
H 0.2485 0.8516 1.3930
```

The gap between HOMO and LUMO is 10.260 eV. The spin multiplicity is 1. The value obtained for the LUMO energy is -4.8065 eV. The value obtained for the energy relative to the best compared isomer or geometry (same formula, charge and spin) is 227.9 kJ/mol. As for the charge: +1.


DFT (the ωB97M-V functional and the def2-TZVPD basis) results for a cluster of 2 separate species, C4H8NO2 in total in a non-equilibrium geometry.

```
15
Properties=species:S:1:pos:R:3
C 0.3797 2.0461 1.0736
C -0.9719 -0.1496 0.9016
C 1.4158 0.5638 -0.6055
C -0.6906 -1.4481 -0.9956
N -0.1359 -0.8890 0.2897
O -0.0005 2.8150 1.8322
O 1.0765 1.6344 0.2144
H -0.9207 0.0304 1.9130
H -1.9172 0.0672 0.3871
H 2.4361 0.2566 -0.4354
H 1.1187 0.8660 -1.5408
H -1.2985 -0.5363 -1.3756
H 0.2025 -1.7934 -1.6987
H -1.3064 -2.3234 -0.8218
H 0.6123 -1.1396 0.8618
```

The gap between HOMO and LUMO (spin up / spin down) is 8.060 / 8.051 eV. The spin multiplicity is 1. The value obtained for the LUMO energy (spin up / spin down) is -4.6211 / -4.6163 eV. The value obtained for the energy relative to the best compared isomer or geometry (same formula, charge and spin) is 600.8 kJ/mol. As for the charge: +1.


DFT (the ωB97M-V functional and the def2-TZVPD basis) results for a structure of composition C4H8NO2 in a non-equilibrium geometry.

```
15
Properties=species:S:1:pos:R:3
C -0.8945 -0.1318 -0.7226
C 1.5078 0.5602 0.2402
C 0.3109 -0.1937 0.0570
C -1.9912 0.8440 -0.3321
N 1.6622 -0.8554 -0.1462
O -0.7949 -0.6903 -1.8034
O 0.0096 -1.2328 1.5779
H 1.6823 1.1823 -0.6572
H 2.1444 0.8508 1.0984
H -2.1229 1.4948 -1.3080
H -1.8282 1.3510 0.6216
H -2.8476 0.2909 -0.1987
H 2.1265 -1.2341 -0.9822
H 1.8369 -1.4093 0.6803
H -0.8013 -0.8267 1.8750
```

The gap between HOMO and LUMO is 9.819 eV. The spin multiplicity is 1. The value obtained for the LUMO energy is -5.3413 eV. The value obtained for the energy relative to the best compared isomer or geometry (same formula, charge and spin) is 452.9 kJ/mol. As for the charge: +1.


DFT (the ωB97M-V functional and the def2-TZVPD basis) results for the ion C4H8NO2 with charge +1 in a non-equilibrium geometry.

```
15
Properties=species:S:1:pos:R:3
C -0.3386 0.2879 -0.7071
C -0.5858 -1.5794 0.6305
C 1.5153 -1.4875 -0.4018
C -0.9966 1.9697 0.7089
N 0.1853 -0.9309 -0.0548
O -1.2428 -2.1883 1.2898
O -1.3431 0.8151 -0.0308
H 0.4908 0.9149 -0.7156
H -0.6044 0.0619 -1.7689
H 1.9367 -0.8043 -1.2251
H 1.4971 -2.5015 -0.9049
H 2.1696 -1.5115 0.5077
H -0.7176 2.6858 -0.0121
H -0.1167 1.7996 1.2807
H -1.8491 2.4686 1.4035
```

Its expectation value of S² is 2.01. The gap between HOMO and LUMO (spin up / spin down) is 7.695 / 5.838 eV. The spin multiplicity is 3. The value obtained for the LUMO energy (spin up / spin down) is -3.3084 / -9.8392 eV. The value obtained for the energy relative to the best compared isomer or geometry (same formula, charge and spin) is 378.8 kJ/mol. As for the charge: +1.


DFT (the ωB97M-V functional and the def2-TZVPD basis) results for a cluster of 2 separate species, C4H8NO2S in total in a non-equilibrium geometry.

```
16
Properties=species:S:1:pos:R:3
C 0.5142 -0.9748 -1.1282
C 0.2625 0.1582 -0.0883
C -0.8129 1.2318 -0.2946
S -2.2215 2.4660 -2.7317
N -0.0326 -0.3723 1.2140
C 1.0045 -1.0028 2.1267
O 0.5949 -1.4937 3.1608
O 2.1378 -0.9289 1.5761
H 1.0340 -0.6097 -2.0129
H -0.4988 -1.4172 -1.2431
H 1.1470 -1.6789 -0.5513
H 1.2421 0.6452 -0.0347
H -1.7749 1.0270 0.1280
H -0.4858 2.2413 -0.1261
H -1.0965 1.5223 -1.3729
H -1.0140 -0.8135 1.3782
```

The gap between HOMO and LUMO is 4.415 eV. The spin multiplicity is 1. The value obtained for the LUMO energy is -0.2228 eV. The value obtained for the energy relative to the best compared isomer or geometry (same formula, charge and spin) is 385.7 kJ/mol. As for the charge: -1.


DFT (the ωB97M-V functional and the def2-TZVPD basis) results for a structure of composition C4H8NO2S in a non-equilibrium geometry.

```
16
Properties=species:S:1:pos:R:3
C 0.1114 -0.5394 -0.0306
C -0.8314 -1.6751 0.4796
C -1.5784 1.9075 -0.5435
C 1.4012 -0.5214 0.6923
N 2.3844 -0.1062 -0.0650
O 3.6256 0.0700 0.1913
O 0.0609 -0.2094 -1.2798
S -0.8309 1.3994 0.9467
H -1.6776 -1.6128 -0.2676
H -0.2457 -2.4842 0.0569
H -1.0330 -1.6070 1.4766
H -2.5029 2.5055 -0.1891
H -1.7815 0.9759 -1.0564
H -0.8244 2.4815 -1.1272
H 1.5706 -0.6136 1.7141
H 2.1516 0.0291 -0.9982
```

The gap between HOMO and LUMO (spin up / spin down) is 7.170 / 7.171 eV. The spin multiplicity is 1. The value obtained for the LUMO energy (spin up / spin down) is 3.8493 / 3.8494 eV. The value obtained for the energy relative to the best compared isomer or geometry (same formula, charge and spin) is 386.0 kJ/mol. As for the charge: -1.


DFT (the ωB97M-V functional and the def2-TZVPD basis) results for the ion C4H8NO3 with charge -1 in a non-equilibrium geometry.

```
16
Properties=species:S:1:pos:R:3
C 0.0545 1.6663 0.4390
O 1.3179 1.6701 1.0535
C -0.5828 0.2627 0.0901
C 0.6020 -0.7408 -0.3549
C 0.2896 -2.1931 0.3761
O -0.8569 -2.6819 0.3254
O 1.2544 -2.6181 0.9838
N -1.5125 0.4809 -1.0122
H -0.6003 2.1568 1.0810
H 0.1513 2.2604 -0.4515
H 1.9863 1.3728 0.3300
H -1.0248 -0.0965 1.0316
H 1.5451 -0.5526 0.2180
H 0.8086 -0.9221 -1.4044
H -1.1684 0.2904 -1.9302
H -2.2641 -0.3553 -0.7753
```

The gap between HOMO and LUMO is 7.636 eV. The spin multiplicity is 1. The value obtained for the LUMO energy is 3.7353 eV. The value obtained for the energy relative to the best compared isomer or geometry (same formula, charge and spin) is 268.7 kJ/mol. As for the charge: -1.


DFT (the ωB97M-V functional and the def2-TZVPD basis) results for the ion C4H8NO3 with charge -1 in a non-equilibrium geometry.

```
16
Properties=species:S:1:pos:R:3
C 0.3621 -1.4280 0.3660
C 0.1170 -0.0411 -0.1707
C -1.2443 -0.1069 -0.9381
O -1.2418 -1.0143 -2.0313
N 0.0644 1.1134 0.6664
C 1.2192 1.8354 1.2380
O 2.2874 1.6776 0.6355
O 0.8884 2.5284 2.2230
H -0.5185 -2.0044 0.6869
H 1.0190 -2.0680 -0.2227
H 0.9059 -1.4507 1.3330
H 0.9627 0.0996 -0.8673
H -1.4876 0.8993 -1.3012
H -2.0642 -0.3795 -0.2661
H -0.4948 -0.8060 -2.5709
H -0.7747 1.1454 1.2193
```

The gap between HOMO and LUMO is 7.703 eV. The spin multiplicity is 1. The value obtained for the LUMO energy is 3.4721 eV. The value obtained for the energy relative to the best compared isomer or geometry (same formula, charge and spin) is 149.2 kJ/mol. As for the charge: -1.


DFT (the ωB97M-V functional and the def2-TZVPD basis) results for a cluster of 2 separate species, C4H8NO3 in total in a non-equilibrium geometry.

```
16
Properties=species:S:1:pos:R:3
C 0.2940 -2.5883 1.1290
C -0.3308 -1.5352 0.2397
O 0.3007 -1.3661 -0.8822
O -1.3267 -0.9019 0.6182
H -0.0420 -3.6722 0.7760
H -0.2733 -2.6699 2.0824
H 1.2984 -2.5025 1.4414
C -1.0352 1.8180 -0.1894
C 0.3400 2.0974 -0.6931
O 0.7307 3.2186 -0.8720
N 1.2665 1.1438 -0.9306
H 2.0251 1.4425 -1.4449
H 0.9538 0.1676 -1.1051
H -1.2337 2.5267 0.5630
H -1.1869 0.7648 0.2155
H -1.7804 2.0565 -0.9479
```

The gap between HOMO and LUMO is 8.902 eV. The spin multiplicity is 1. The value obtained for the LUMO energy is 4.0787 eV. The value obtained for the energy relative to the best compared isomer or geometry (same formula, charge and spin) is 101.4 kJ/mol. As for the charge: -1.


DFT (the ωB97M-V functional and the def2-TZVPD basis) results for an isolated molecule of C4H8NOP in a non-equilibrium geometry.

```
15
Properties=species:S:1:pos:R:3
C 0.4029 -1.5900 -0.6537
C -0.1665 -0.2177 -0.3377
C 0.5675 0.9807 -0.7494
C -1.0565 -0.0008 0.9622
N -0.6795 -1.0835 -1.3560
O -1.9996 0.1520 -3.2185
P -1.0792 -0.9680 -3.0290
H 1.5011 -1.4902 -0.8894
H 0.2116 -2.3099 0.1636
H -0.1284 1.6788 -1.0917
H 1.3362 0.7159 -1.5220
H 0.9407 1.5497 0.0830
H -1.2413 1.0997 1.3008
H -0.4936 -0.3807 1.8041
H -2.0178 -0.3694 0.6866
```

The gap between HOMO and LUMO is 9.595 eV. The spin multiplicity is 1. The value obtained for the LUMO energy is 0.0439 eV. The value obtained for the energy relative to the best compared isomer or geometry (same formula, charge and spin) is 139.4 kJ/mol.